# 1
C4H14N2O | the ωB97M-V functional and the def2-TZVPD basis

The geometry in XYZ format:
```
21
Properties=species:S:1:pos:R:3
C 0.56122 0.86196 0.59140
C 1.25053 0.12267 -0.51956
C 0.03012 -0.67370 -0.99389
C -0.44760 -0.52408 -2.22397
N -0.30470 -1.95156 -0.29211
N 1.16124 2.87072 0.97862
H 0.72283 0.63659 1.64036
H -0.36051 1.38128 0.39378
H 2.04416 -0.55641 -0.20315
H 1.76092 0.81573 -1.18688
H -1.19330 -1.13412 -2.71963
H -0.14427 0.36672 -2.76093
H 0.49171 -2.19675 0.30182
H -1.12019 -1.84598 0.36127
H -0.46864 -2.68839 -0.97948
H 1.75740 3.20187 0.22629
H 1.65539 3.19764 1.81585
H 0.35517 3.49799 1.02925
H -2.43444 -1.26355 2.34955
H -2.63266 -0.38073 1.21509
O -1.92364 -0.92938 1.59054
```

total charge	+2
energy relative to the best compared isomer or geometry (same formula, charge and spin)	2.6858	eV
highest occupied orbital energy	-18.8378	eV
lowest unoccupied orbital energy	-8.86	eV
maximum force	3.44	eV/Å
frontier orbital gap	0.3665	hartree

# 2
C23H27BrN2O2S | the ωB97M-V functional and the def2-TZVPD basis

The geometry in XYZ format:
```
56
Properties=species:S:1:pos:R:3
C 5.29311 1.43932 -2.59953
C 4.37383 1.60769 -1.43010
C 4.87600 1.55328 -0.13308
C 4.03757 1.70628 0.95440
C 2.68073 1.90405 0.77008
C 2.16632 1.95051 -0.51830
N 0.78857 2.18635 -0.75058
C -0.22622 1.81729 0.10002
S -1.33561 2.96346 0.54580
N -0.31422 0.51537 0.46091
C 0.49174 -0.50147 -0.18192
C 1.77559 -0.86429 0.52808
C 1.89111 -0.84943 1.91220
C 3.07788 -1.21398 2.52373
C 4.17180 -1.59401 1.76762
C 4.04786 -1.60835 0.39023
Br 5.54484 -2.09124 -0.67763
C 2.86576 -1.26217 -0.23460
C -1.41557 0.06837 1.28867
C -2.57568 -0.58428 0.51748
C -3.12377 0.32062 -0.58525
C -4.28520 -0.35233 -1.31116
C -5.40192 -0.69160 -0.31791
C -6.59629 -1.33131 -1.01077
O -7.70083 -0.87313 -0.98657
O -6.34388 -2.47899 -1.66586
C -4.86350 -1.60256 0.79187
C -3.69444 -0.92724 1.50332
C 3.01500 1.81295 -1.61030
H 4.75204 1.51750 -3.53879
H 6.07124 2.20070 -2.58055
H 5.78249 0.46709 -2.55705
H 5.93387 1.39636 0.01749
H 4.44032 1.67972 1.95595
H 2.02240 2.04211 1.61471
H 0.60583 3.09220 -1.16883
H -0.11746 -1.40877 -0.25698
H 0.72822 -0.17697 -1.19970
H 1.06064 -0.53129 2.52184
H 3.15569 -1.19549 3.60009
H 5.10377 -1.86782 2.23681
H 2.79909 -1.28182 -1.31179
H -1.03686 -0.65320 2.01833
H -1.79330 0.94369 1.82147
H -2.22301 -1.51807 0.05978
H -2.33603 0.55537 -1.30390
H -3.46116 1.25967 -0.14624
H -4.67194 0.31480 -2.08350
H -3.91917 -1.25889 -1.80535
H -5.76470 0.23626 0.13346
H -5.41327 -2.73296 -1.60910
H -5.65858 -1.81582 1.50875
H -4.52609 -2.55704 0.37510
H -3.31289 -1.58729 2.28553
H -4.04337 -0.00927 1.97896
H 2.60166 1.87005 -2.60735
```

total charge	0
energy relative to the best compared isomer or geometry (same formula, charge and spin)	0.0072	eV
highest occupied orbital energy	-8.1748	eV
lowest unoccupied orbital energy	0.39	eV
maximum force	0.76	eV/Å
frontier orbital gap	0.3147	hartree
structure (SMILES)	Cc1cccc(NC(=S)N(Cc2cccc(Br)c2)C[C@H]2CC[C@H](C(=O)O)CC2)c1

# 3
C28H38AsF5N4O3P2PtS | the ωB97M-V functional and the def2-TZVPD basis

The geometry in XYZ format:
```
83
Properties=species:S:1:pos:R:3
Pt 0.46776 0.70822 0.37855
S 0.70010 2.86970 0.33262
C -0.86845 3.58873 -0.02715
C -0.88610 4.97117 -0.24916
C -2.07683 5.60748 -0.54015
C -3.25238 4.86506 -0.60849
C -3.22223 3.49753 -0.38338
C -2.03565 2.82966 -0.09104
As -2.02675 0.82620 0.35832
C -3.14024 1.15022 1.91016
C -2.50302 1.38506 3.12248
C -3.25290 1.59811 4.27029
C -4.63887 1.57787 4.21111
C -5.27512 1.34646 2.99973
C -4.52826 1.13401 1.84997
C -3.03804 0.39573 -1.25098
C -2.62743 1.00869 -2.43477
C -3.21855 0.67896 -3.64420
C -4.24183 -0.26012 -3.68213
C -4.66351 -0.86317 -2.50731
C -4.05850 -0.54278 -1.29676
H 0.03913 5.53172 -0.19071
H -2.09310 6.67619 -0.71080
H -4.19110 5.35557 -0.83462
H -4.14921 2.93696 -0.44294
H -1.42003 1.38849 3.17315
H -2.75211 1.77414 5.21393
H -5.22297 1.73936 5.10803
H -6.35663 1.32639 2.94990
H -5.03539 0.94323 0.91101
H -1.84415 1.75699 -2.40667
H -2.88556 1.15915 -4.55619
H -4.71047 -0.51561 -4.62415
H -5.46436 -1.59164 -2.52702
H -4.38119 -1.03714 -0.39415
C 3.98133 1.73172 -2.52119
N 4.36676 0.34215 -2.31116
C 4.91304 -0.33758 -3.47338
P 3.81878 -0.48880 -1.01208
O 3.21502 0.39255 -0.00179
O 2.79958 -1.60166 -1.61403
P 1.30278 -2.01962 -1.20325
O 0.91603 -1.37293 0.08197
N 0.51042 -1.67121 -2.58838
C -0.81311 -2.25043 -2.83057
C 0.74902 -0.42256 -3.30273
N 1.28458 -3.63273 -1.01320
C 0.76693 -4.27490 0.19194
C 1.62586 -4.52375 -2.10923
N 5.06407 -1.48154 -0.57079
C 6.29311 -0.81048 -0.15044
C 4.76263 -2.65676 0.24505
H 4.85993 2.31885 -2.79862
H 3.55371 2.13610 -1.60772
H 3.24313 1.81980 -3.32540
H 5.78161 0.20918 -3.84762
H 4.17468 -0.40264 -4.28003
H 5.22689 -1.34409 -3.20476
H -0.95663 -3.13748 -2.21866
H -0.88967 -2.52487 -3.88526
H -1.60799 -1.54468 -2.58516
H 1.78977 -0.11980 -3.20468
H 0.11278 0.38327 -2.92984
H 0.53394 -0.57878 -4.36191
H 0.52670 -3.52569 0.93984
H 1.51479 -4.96537 0.59005
H -0.14358 -4.83340 -0.03952
H 2.03916 -3.96020 -2.94365
H 0.74329 -5.06753 -2.45975
H 2.37076 -5.25236 -1.78008
H 6.49019 0.04573 -0.79284
H 7.12514 -1.51045 -0.23938
H 6.23498 -0.46462 0.88650
H 3.88717 -3.17554 -0.13933
H 4.58416 -2.39265 1.29254
H 5.61283 -3.33880 0.19896
F -1.79619 -2.31316 0.02405
C -2.16258 -1.47325 1.08356
F -1.07331 -1.48825 1.95680
C -3.18728 -2.30309 1.86582
F -3.51559 -1.70770 3.01714
F -2.73443 -3.53798 2.17503
F -4.32805 -2.48864 1.16889
```

total charge	0
energy relative to the best compared isomer or geometry (same formula, charge and spin)	1.1721	eV
highest occupied orbital energy (spin up / spin down)	-6.1869 / -7.3895	eV
2S+1	3
lowest unoccupied orbital energy (spin up / spin down)	0.43 / -1.43	eV
maximum force	0.18	eV/Å
frontier orbital gap (spin up / spin down)	0.2430 / 0.2189	hartree
<S²>	2.019

# 4
C5H8O | the ωB97M-V functional and the def2-TZVPD basis

The geometry in XYZ format:
```
14
Properties=species:S:1:pos:R:3
C 1.72526 -0.19652 -0.44793
C 0.38034 0.16145 0.09964
C -0.77425 0.85204 -0.64545
C -1.27540 0.36501 0.69536
C -0.78601 -1.02859 0.54897
O 0.24511 0.89487 1.27918
H 2.29885 0.70254 -0.69485
H 1.60010 -0.79589 -1.35590
H 2.27842 -0.77842 0.29459
H -0.71031 1.93534 -0.74724
H -1.15431 0.35959 -1.54572
H -2.01230 0.78063 1.36489
H -0.69534 -1.62994 1.46699
H -1.12017 -1.62209 -0.31253
```

total charge	0
energy relative to the best compared isomer or geometry (same formula, charge and spin)	3.5869	eV
highest occupied orbital energy	-9.0591	eV
lowest unoccupied orbital energy	1.01	eV
maximum force	2.29	eV/Å
frontier orbital gap	0.3702	hartree

# 5
C5H7NO2S | the ωB97M-V functional and the def2-TZVPD basis

The geometry in XYZ format:
```
16
Properties=species:S:1:pos:R:3
C -0.10948 -0.12112 2.14047
C -0.41004 -1.62243 0.41448
C -1.80704 -1.26955 0.82227
C -0.75310 -0.09541 0.84573
C 1.76737 1.22391 -1.26513
N 0.21068 -0.13308 3.22829
O 0.20192 1.95135 -3.22922
O -0.92337 1.08437 0.14111
S 0.36181 2.18325 -1.77619
H 0.27696 -1.97643 1.17379
H -0.29991 -1.96030 -0.58324
H -2.46983 -1.17205 -0.01699
H -2.31745 -1.37192 1.76366
H 1.68418 0.97382 -0.24753
H 1.93951 0.54080 -2.04842
H 2.64779 1.76480 -1.36309
```

total charge	0
energy relative to the best compared isomer or geometry (same formula, charge and spin)	5.2056	eV
highest occupied orbital energy (spin up / spin down)	-10.0271 / -8.5193	eV
lowest unoccupied orbital energy (spin up / spin down)	-0.91 / -2.31	eV
maximum force	3.05	eV/Å
frontier orbital gap (spin up / spin down)	0.3349 / 0.2282	hartree

What did the fourth record say?
C5H8O | the ωB97M-V functional and the def2-TZVPD basis

The geometry in XYZ format:
```
14
Properties=species:S:1:pos:R:3
C 1.72526 -0.19652 -0.44793
C 0.38034 0.16145 0.09964
C -0.77425 0.85204 -0.64545
C -1.27540 0.36501 0.69536
C -0.78601 -1.02859 0.54897
O 0.24511 0.89487 1.27918
H 2.29885 0.70254 -0.69485
H 1.60010 -0.79589 -1.35590
H 2.27842 -0.77842 0.29459
H -0.71031 1.93534 -0.74724
H -1.15431 0.35959 -1.54572
H -2.01230 0.78063 1.36489
H -0.69534 -1.62994 1.46699
H -1.12017 -1.62209 -0.31253
```

total charge	0
energy relative to the best compared isomer or geometry (same formula, charge and spin)	3.5869	eV
highest occupied orbital energy	-9.0591	eV
lowest unoccupied orbital energy	1.01	eV
maximum force	2.29	eV/Å
frontier orbital gap	0.3702	hartree

- Among the records above, which one has the lowest maximum force?
  C28H38AsF5N4O3P2PtS

- energy relative to the best compared isomer or geometry (same formula, charge and spin) of number 4 (C5H8O)?
  3.5869 eV